(1)
ORCA calculation (ωB97M-V/def2-TZVPD) on C18H20CuN2O3Se2 as an isolated structure.

Summary:
Multiplicity: 2
Energy above the lowest of the compared OMol25 structures with the same formula, charge and spin, kJ/mol: 71.7
LUMO energy (spin up / spin down), eV: 0.046 / -0.754
<S²>: 0.754
E_HOMO (spin up / spin down), eV: -7.83 / -7.81
Net charge: 0

Geometry as XYZ:
```
46
C18H20CuN2O3Se2 (ωB97M-V/def2-TZVPD)
Cu -0.38342 -0.10976 -0.80814
O -1.14472 5.02520 0.22085
C 0.03409 4.98081 -0.40965
C 0.73397 6.18233 -0.54159
C 1.94854 6.22332 -1.19438
C 2.50274 5.06292 -1.72756
C 1.82863 3.86837 -1.58994
C 0.59508 3.79909 -0.93731
C -0.06086 2.48465 -0.82618
O 0.57095 1.43058 -1.21484
N -1.28489 2.44838 -0.33580
N -1.75437 1.17285 -0.25807
C -2.95006 0.91142 0.11555
C -3.49600 -0.41660 0.15194
C -4.82184 -0.55846 0.59890
C -5.45122 -1.77753 0.63393
C -4.74894 -2.90958 0.21280
C -3.44892 -2.80610 -0.22128
C -2.77574 -1.56873 -0.26177
O -1.52868 -1.56164 -0.67616
H -1.53281 4.11595 0.18060
H 0.28873 7.07530 -0.12342
H 2.46697 7.16824 -1.29619
H 3.44966 5.09883 -2.24984
H 2.24005 2.95023 -1.99031
H -3.60066 1.74115 0.39160
H -5.34545 0.33375 0.92354
H -6.47006 -1.85944 0.98684
H -5.23209 -3.87843 0.23292
H -2.89851 -3.68098 -0.54385
C 5.40291 0.83007 0.76381
Se 3.66650 0.28778 0.04212
C 3.75198 -1.54833 0.73384
C 2.96478 -2.54522 -0.09649
Se 0.99193 -2.25403 -0.25818
C 0.85859 -2.88347 -2.09606
H 5.42233 0.60127 1.82640
H 5.48898 1.90406 0.61893
H 6.21027 0.31748 0.24669
H 3.40658 -1.53009 1.76720
H 4.80538 -1.82849 0.72476
H 3.07209 -3.53067 0.35598
H 3.33946 -2.58469 -1.11834
H 1.14440 -3.93106 -2.13107
H 1.50994 -2.27994 -2.72236
H -0.17975 -2.76059 -2.38760
```

(2)
ORCA calculation (ωB97M-V/def2-TZVPD) on an isolated molecule of C3H5N3S at a distorted geometry.

Summary:
Multiplicity: 1
Energy above the lowest of the compared OMol25 structures with the same formula, charge and spin, kJ/mol: 112.5
LUMO energy, eV: 0.615
SMILES string: NSc1cnc[nH]1
E_HOMO, eV: -8.09
Net charge: 0

Geometry as XYZ:
```
12
C3H5N3S (ωB97M-V/def2-TZVPD)
C 0.99758 -0.96341 -0.72494
C 1.90111 0.25211 0.76029
C 0.06985 0.05125 -0.46734
N 2.07609 -0.88778 0.09937
N 0.71822 0.83018 0.58103
N -2.45666 0.18928 -0.04892
S -1.41046 0.31550 -1.33610
H 0.82154 -1.81705 -1.38076
H 2.62970 0.50634 1.51097
H 0.43765 1.73186 0.96972
H -3.31116 0.59726 -0.25563
H -2.47345 -0.80552 0.29231
```

(3)
ORCA calculation (ωB97M-V/def2-TZVPD) on an isolated molecule of C7H7NO2 at a distorted geometry.

Summary:
Multiplicity: 1
Energy above the lowest of the compared OMol25 structures with the same formula, charge and spin, kJ/mol: 263.9
LUMO energy, eV: 0.448
SMILES string: Nc1ccc(C(=O)O)cc1
E_HOMO, eV: -8.35
Net charge: 0

Geometry as XYZ:
```
17
C7H7NO2 (ωB97M-V/def2-TZVPD)
C -2.17422 -0.00028 -0.01343
C -1.38513 -1.19068 -0.23695
C 0.04023 -1.19257 -0.29334
C 0.69283 0.00261 -0.02295
C -0.03780 1.19646 0.26242
C -1.42110 1.22413 0.20946
C 2.18324 0.10496 -0.03771
H -3.99126 0.88195 0.56272
H -3.81248 -1.07335 0.04767
H -1.92084 -2.08740 -0.51938
H 0.47162 -1.95538 -0.43939
H 0.68598 2.20769 0.21348
H -1.88625 2.12262 0.36787
H 2.02797 -1.44244 1.21228
N -3.50822 0.00055 -0.04559
O 2.84082 -0.87502 0.60604
O 2.85850 0.93436 -0.64742
```

(4)
ORCA calculation (ωB97M-V/def2-TZVPD) on C6H8N4Si as an isolated structure at a distorted geometry.

Summary:
Multiplicity: 1
Energy above the lowest of the compared OMol25 structures with the same formula, charge and spin, kJ/mol: 136.4
LUMO energy, eV: 0.920
E_HOMO, eV: -8.84
Net charge: 0

Geometry as XYZ:
```
19
C6H8N4Si (ωB97M-V/def2-TZVPD)
C 2.60707 -0.69349 -0.69444
C -1.75039 0.55432 -0.82737
C 3.53902 0.22901 -0.21121
C -2.76965 1.40334 -0.49529
C 1.50142 -0.59190 0.23316
C -1.84168 -0.51895 0.07052
N 1.67615 0.34135 1.12753
N -2.87361 -0.37854 0.81942
N 2.87867 0.93284 0.79559
N -3.47420 0.75560 0.48900
Si -0.59920 -1.87672 0.38662
H 2.80809 -1.23839 -1.59679
H -0.93586 0.73285 -1.41698
H 4.33422 0.70658 -0.59935
H -3.03972 2.27251 -0.89128
H 3.32236 1.51907 1.47311
H -4.42971 1.01527 0.78792
H -0.34179 -2.54109 -1.07157
H -0.61122 -2.62369 1.62142
```

(5)
ORCA calculation (ωB97M-V/def2-TZVPD) on an isolated molecule of C6H15N3 at a distorted geometry.

Summary:
Multiplicity: 1
Energy above the lowest of the compared OMol25 structures with the same formula, charge and spin, kJ/mol: 496.4
LUMO energy (spin up / spin down), eV: 0.973 / 0.980
E_HOMO (spin up / spin down), eV: -6.57 / -6.59
Net charge: 0

Geometry as XYZ:
```
24
C6H15N3 (ωB97M-V/def2-TZVPD)
C 0.12703 1.43970 -0.70255
C 1.04963 2.08778 0.32553
N 0.89575 0.76479 -1.70158
N -0.98373 0.63682 -0.04097
N -1.78867 1.19825 0.78797
H -0.44667 2.22593 -1.21266
H 0.31660 0.32397 -2.40536
H 1.51792 0.07642 -1.30024
H -1.30252 1.92432 1.33031
H 0.50836 2.75480 0.99633
H 1.56070 1.33339 0.91993
H 1.79658 2.68398 -0.19690
C -0.04598 -1.03014 0.82512
C -1.18958 -1.86904 0.31811
C -1.58049 -0.83166 -0.68642
C 1.33883 -1.56936 0.62971
H -0.21247 -0.56148 1.79243
H -0.89157 -2.82129 -0.12359
H -1.96919 -2.06924 1.05119
H -1.18615 -0.96816 -1.68490
H -2.63668 -0.54542 -0.69158
H 2.11099 -0.83155 0.86410
H 1.49331 -1.93083 -0.39360
H 1.51800 -2.42198 1.29961
```